A molecular structure, C33H57Br10F3NO7S. Source: the OMol25 dataset; level of theory: the ωB97M-V functional and the def2-TZVPD basis.

```
112
Properties=species:S:1:pos:R:3:forces:R:3:mulliken_charge:R:1
C 0.46969 -5.85235 -0.07392 0.065 0.321 -0.118 -1.084
C -1.04341 -5.42381 -0.22632 1.064 -1.160 0.698 0.342
O -1.64062 -5.47509 1.10036 -0.481 1.460 -0.764 -0.455
C -2.15840 -4.19085 1.44529 0.542 0.217 0.570 -0.880
C -0.96714 -3.20571 1.84109 -0.775 -0.912 -0.833 1.241
O -0.96565 -3.14889 3.32451 4.127 6.644 -9.557 -0.397
C -0.44496 -1.88181 3.75178 1.218 2.309 -1.500 -0.861
C -1.56800 -0.77684 3.76514 -0.847 -1.599 0.416 0.350
O -1.23077 0.39026 4.51404 0.747 -0.240 -1.077 -0.478
C -0.20000 1.16920 3.91876 -0.466 0.741 0.276 -0.804
C -0.67876 2.12496 2.76722 2.002 0.708 -1.339 0.278
C -0.80817 1.46527 1.30343 -1.140 -1.810 2.661 -1.129
N 0.12840 2.17584 0.35351 0.643 -1.592 1.536 1.533
C 0.86548 1.33051 -0.67728 0.026 -1.651 -2.263 -0.662
C 0.12790 0.03846 -1.15243 0.593 -0.449 -1.096 -0.223
O -0.94940 0.30632 -2.07019 -0.008 -0.472 1.591 -0.447
C -2.18731 -0.21553 -1.60681 -0.897 0.715 -0.635 -0.053
C -2.53846 -1.62250 -2.20780 -1.016 1.066 0.151 0.787
F -3.49890 -2.17728 -1.38057 1.433 0.004 -0.841 -0.240
F -3.16884 -1.45513 -3.41828 1.168 -0.567 1.147 -0.284
F -1.45579 -2.43021 -2.35311 -1.382 0.561 0.218 -0.259
S -0.85364 3.45655 -0.39072 -2.646 4.314 -5.366 1.404
C -1.44410 4.70717 0.80370 -0.624 -0.415 1.049 -0.817
O -2.03529 2.92190 -1.04331 0.750 -1.307 2.364 -0.656
O -0.12044 4.17602 -1.41810 1.477 -0.922 2.078 -0.641
C 1.21383 2.55725 1.32713 1.234 2.402 3.515 -0.331
C 2.16024 3.76526 1.01420 1.045 0.446 -0.111 -0.870
C 3.65024 3.36491 0.85793 2.624 -0.829 -0.549 -0.483
C 4.61596 3.48471 1.94619 -0.255 -0.279 -0.790 -0.483
C 6.00910 3.14670 1.79345 -0.664 -0.400 -1.907 -0.825
C 6.49317 2.65830 0.50718 -2.022 0.719 0.591 -0.652
C 5.57226 2.52195 -0.60523 0.302 0.140 1.412 0.253
C 6.14395 2.03499 -1.96917 0.036 1.153 0.422 -1.149
C 4.18545 2.87366 -0.40474 0.287 0.051 0.868 0.415
O 0.52712 2.94200 2.53054 -0.887 0.348 -0.647 -0.480
H 0.72097 -6.73303 -0.71053 -0.177 0.700 0.493 0.300
H 0.70092 -6.10424 0.99466 -0.371 0.158 -0.993 0.275
H 1.13769 -5.00297 -0.37014 -0.406 -0.742 0.188 0.305
H -1.57226 -6.19479 -0.83295 0.224 0.892 0.182 0.442
H -1.09172 -4.39807 -0.66719 -0.285 -0.899 0.239 -0.289
H -2.80886 -4.28818 2.35433 0.564 -0.092 -0.905 0.425
H -2.76436 -3.75576 0.61159 0.464 -0.301 0.582 0.257
H -1.13598 -2.19324 1.39185 -0.035 -0.607 0.667 -0.668
H 0.02111 -3.57256 1.45119 -0.839 0.161 0.560 0.142
H 0.08633 -1.87958 4.72738 -0.605 -0.531 -0.643 0.585
H 0.31676 -1.62904 2.95638 -0.396 0.009 0.895 0.033
H -1.92086 -0.57681 2.71799 0.289 0.185 0.776 -0.084
H -2.44615 -1.24009 4.29086 0.815 0.518 -0.462 0.417
H 0.67141 0.58346 3.52886 -0.712 0.150 0.267 0.359
H 0.20281 1.82652 4.73507 -0.438 -0.488 -0.826 0.359
H -1.49364 2.85043 3.01094 0.570 -1.042 0.016 -0.030
H -0.44492 0.42584 1.52370 -0.152 0.892 -1.016 0.123
H -1.88646 1.42311 1.03071 0.989 0.151 -0.525 0.718
H 1.87427 0.99519 -0.31391 -1.076 0.627 0.243 0.313
H 1.08809 1.91820 -1.61178 -0.500 -0.084 1.085 0.387
H 0.88507 -0.53431 -1.76142 -0.405 0.633 0.763 0.508
H -0.19387 -0.65571 -0.34062 0.225 0.678 -0.395 -0.183
H -2.28611 -0.19657 -0.49054 0.226 -0.446 -0.906 -0.092
H -2.98562 0.47822 -1.98860 0.686 -0.725 0.324 0.334
H -0.70978 4.98083 1.59286 -0.457 -0.292 -0.678 0.240
H -1.75491 5.58997 0.18443 0.720 -1.007 0.133 0.475
H -2.40088 4.29873 1.22942 1.059 0.223 -0.168 0.154
H 1.86609 1.73284 1.73037 -0.848 -0.166 -1.740 0.679
H 2.11496 4.44353 1.90933 -0.209 -0.775 -0.762 0.566
H 1.86593 4.39452 0.14080 -0.033 -0.724 0.500 0.364
H 4.24209 3.85151 2.92997 0.437 -0.260 -0.826 0.351
H 6.74782 3.26531 2.61759 -0.910 -0.060 -0.630 0.348
H 7.56791 2.42372 0.36286 -0.914 0.171 0.162 0.344
H 5.89487 0.97501 -2.20306 0.206 0.897 0.172 0.221
H 7.25607 2.18243 -1.96572 -0.982 -0.346 0.084 0.403
H 5.75305 2.72992 -2.75722 0.277 -0.938 0.479 0.267
H 3.49993 2.75559 -1.27208 0.534 0.270 0.634 0.443
Br -5.19560 -0.22994 4.19924 0.069 0.051 -0.030 -0.112
C -4.54276 1.16216 5.39526 -0.145 -0.231 0.012 -0.411
C -5.08045 2.51358 5.00441 0.112 0.081 0.251 -0.564
Br -4.15043 3.22297 3.44241 -0.147 0.041 -0.119 -0.040
H -3.45596 1.11060 5.38024 -0.067 0.071 -0.016 0.106
H -4.90264 0.88018 6.38421 -0.026 0.099 -0.049 0.430
H -4.90211 3.24160 5.79487 0.036 -0.047 -0.051 0.361
H -6.14013 2.50107 4.76139 0.103 -0.050 -0.057 0.395
Br 6.03278 1.90122 -5.98726 0.003 -0.087 0.089 -0.137
C 4.49970 0.71248 -6.14405 0.200 0.100 -0.122 -0.697
C 3.28816 1.29110 -5.46315 -0.280 -0.214 -0.070 -0.679
Br 3.41327 1.10744 -3.52377 -0.317 -0.065 -0.121 -0.133
H 4.80176 -0.25036 -5.73832 -0.066 0.085 0.043 0.444
H 4.32546 0.61257 -7.21391 -0.085 0.047 0.084 0.402
H 2.39039 0.74097 -5.74404 0.073 -0.002 -0.009 0.408
H 3.14078 2.34745 -5.67177 0.112 -0.067 0.054 0.417
Br -2.59625 -7.36270 5.85157 0.103 0.015 -0.048 -0.174
C -1.86256 -5.92494 6.94683 -0.460 0.046 0.465 -0.579
C -2.36279 -4.57604 6.48502 0.954 -0.117 0.171 -0.863
Br -1.44024 -3.97047 4.82179 -4.942 -6.009 9.458 0.187
H -0.77892 -6.01690 6.90634 -0.077 0.045 -0.070 0.341
H -2.20121 -6.14279 7.96047 0.064 -0.112 -0.065 0.381
H -2.13655 -3.81101 7.23286 -0.073 -0.157 0.126 0.322
H -3.43063 -4.56623 6.27201 0.071 -0.095 0.038 0.398
Br -5.89175 -6.75849 -2.51082 -0.081 0.037 0.008 -0.132
C -6.71481 -5.20935 -3.35583 0.256 -0.186 -0.102 -0.584
C -6.36628 -3.93851 -2.62626 -0.248 0.208 0.037 -0.378
Br -7.39391 -3.75887 -0.98071 0.135 0.003 0.006 -0.131
H -7.78429 -5.40057 -3.39736 0.067 0.081 0.062 0.397
H -6.31312 -5.19122 -4.36854 -0.018 0.065 0.060 0.355
H -6.63408 -3.06751 -3.22387 0.004 -0.084 -0.021 0.355
H -5.31606 -3.87602 -2.35220 -0.072 -0.099 -0.047 0.114
Br 3.12537 2.93173 -8.49373 -0.163 0.119 -0.169 -0.117
C 4.23301 4.03804 -9.65419 0.163 -0.226 -0.034 -0.565
C 5.20854 4.86179 -8.85535 0.016 0.308 -0.027 -0.395
Br 4.33004 6.38136 -8.01191 0.029 -0.100 0.061 -0.120
H 3.55744 4.63742 -10.25934 0.045 0.010 0.112 0.385
H 4.76205 3.33479 -10.29651 0.004 0.043 0.062 0.343
H 5.96519 5.29678 -9.50737 -0.070 -0.072 -0.029 0.352
H 5.69712 4.29849 -8.06351 -0.092 -0.041 -0.084 0.166
```
Forces are in eV/Å.

Results
HOMO level (eV): -9.8735
Total energy (eV): -770364.852
Total charge: +1

A molecular structure, C33H57N4NiOP2S. Source: the OMol25 dataset; level of theory: the ωB97M-V functional and the def2-TZVPD basis.

```
99
Properties=species:S:1:pos:R:3:forces:R:3:lowdin_spin:R:1
C -1.09241 -1.99345 -2.18537 0.352 -0.224 -0.372 0.004
C 1.15942 -1.40742 -2.42963 0.197 -0.149 0.160 0.002
C -1.02268 -2.81669 -3.31311 -0.588 0.187 0.210 0.002
C 1.28960 -2.17553 -3.59076 -0.364 0.110 0.231 0.002
C 0.16750 -2.89013 -4.02426 0.450 -0.057 -0.043 -0.002
H -1.93553 -3.33738 -3.62312 0.490 0.161 -0.063 0.000
H 2.24409 -2.20056 -4.11583 -0.325 -0.019 0.027 0.000
H 0.23256 -3.49611 -4.93004 -0.052 0.141 0.293 0.000
N 0.00664 -1.37562 -1.74489 -0.040 0.605 -0.052 0.065
P -2.25218 0.00397 -0.68276 -1.071 0.422 -0.818 0.052
P 2.29827 -0.53017 0.01638 0.992 0.213 -1.125 0.085
C -2.39043 -1.67551 -1.46758 0.272 -0.073 0.046 0.008
H -3.23599 -1.72855 -2.16601 0.226 0.016 0.132 0.001
H -2.58541 -2.41122 -0.67709 0.046 0.073 -0.085 0.000
C 2.23496 -0.49719 -1.88987 -0.025 0.457 0.067 0.006
H 3.21088 -0.73246 -2.32856 -0.264 0.030 0.029 0.000
C 3.64268 0.74236 0.45857 0.021 0.020 -0.102 0.014
C 2.96412 -2.24984 0.43488 0.007 0.365 -0.154 0.020
C -2.65935 1.19408 -2.10373 -0.184 -0.117 0.058 0.004
C -3.71372 0.01179 0.50522 -0.035 0.116 -0.181 0.011
C 2.95282 2.05039 0.87680 -0.019 0.280 -0.036 0.000
H 2.43831 1.96140 1.84283 0.171 -0.007 -0.213 0.000
H 3.71645 2.83966 0.95944 -0.123 -0.222 0.077 0.000
H 2.21258 2.38500 0.13941 0.187 -0.112 0.220 0.000
C 4.53607 0.28337 1.61998 0.187 0.076 0.092 0.001
H 3.97945 0.08912 2.54668 0.106 0.000 -0.223 0.000
H 5.13900 -0.59458 1.35796 -0.191 0.247 0.163 0.000
H 5.24003 1.10309 1.83902 -0.246 -0.220 -0.043 0.000
C 4.56272 1.04148 -0.73416 0.300 0.250 -0.089 0.004
H 5.43911 1.59317 -0.35413 -0.272 -0.087 -0.138 0.001
H 4.95414 0.13993 -1.22169 -0.112 0.315 0.076 0.000
H 4.07600 1.68609 -1.47931 0.130 -0.325 0.273 0.000
C 2.99135 -2.37546 1.97528 0.090 -0.283 0.302 0.003
H 2.26773 -1.70278 2.46729 0.283 -0.363 -0.205 0.001
H 2.71686 -3.39916 2.26891 0.049 0.260 -0.033 0.000
H 3.98926 -2.18331 2.38979 -0.390 0.040 -0.112 0.000
C 2.00309 -3.31643 -0.12271 -0.159 -0.139 0.046 0.001
H 0.95518 -3.06792 0.08889 0.270 -0.283 -0.197 0.001
H 2.12624 -3.45771 -1.20468 -0.126 0.097 0.322 0.000
H 2.22083 -4.27777 0.37348 -0.026 0.298 -0.236 0.000
C 4.35547 -2.47295 -0.19947 0.286 -0.557 -0.136 0.007
H 4.63496 -1.71521 -0.94355 -0.075 -0.270 0.349 0.001
H 5.14226 -2.53466 0.56435 -0.148 0.117 -0.290 0.001
H 4.36556 -3.43629 -0.73560 0.040 0.270 0.210 0.001
C -3.83631 1.43693 1.05423 -0.023 0.273 0.238 0.000
H -4.62239 1.46321 1.82519 0.103 0.004 -0.199 0.000
H -2.89619 1.77421 1.51213 -0.319 -0.106 -0.147 0.000
H -4.10329 2.15978 0.27305 -0.001 -0.214 0.230 0.000
C -3.39068 -0.95250 1.65404 -0.023 -0.030 0.258 0.000
H -3.27514 -1.98854 1.30901 -0.022 0.198 0.113 0.000
H -2.48822 -0.66200 2.20299 -0.153 -0.026 -0.165 0.000
H -4.23105 -0.94381 2.36899 0.237 -0.009 -0.220 0.000
C -5.06439 -0.41915 -0.10480 -0.308 -0.071 0.180 0.004
H -4.96933 -1.20682 -0.86133 -0.076 0.159 0.162 0.000
H -5.69735 -0.81951 0.70208 0.183 0.039 -0.179 0.001
H -5.62350 0.42345 -0.52811 0.273 -0.348 0.039 0.000
C -1.96423 0.72247 -3.38871 0.381 -0.083 -0.076 0.000
H -2.39006 -0.21448 -3.77830 0.056 0.259 0.104 0.000
H -2.09604 1.49272 -4.16785 0.024 -0.225 0.285 0.000
H -0.88514 0.58499 -3.23759 -0.353 0.049 -0.053 0.000
C -2.12648 2.58807 -1.69965 0.119 0.337 -0.106 0.000
H -1.13100 2.77171 -2.13090 -0.337 -0.116 0.219 0.000
H -2.82481 3.36179 -2.06261 0.275 -0.215 0.145 0.000
H -2.00931 2.71282 -0.61278 -0.113 0.005 -0.292 0.000
C -4.15480 1.28374 -2.44408 -0.110 0.162 -0.205 0.002
H -4.59223 0.29708 -2.65518 0.042 0.317 0.115 0.000
H -4.73610 1.80653 -1.67560 0.134 -0.249 -0.225 0.000
H -4.25155 1.88254 -3.36537 0.060 -0.177 0.250 0.000
Ni 0.02449 0.21298 -0.00856 0.391 -1.109 -1.166 1.473
C -0.20733 -1.39424 1.09525 -1.582 -2.317 4.166 0.056
O -0.39970 -2.01727 2.06181 0.917 1.727 -3.234 0.008
N 0.82441 1.44571 -1.40320 -0.111 0.550 -0.264 0.080
C 1.70066 1.02898 -2.18981 0.162 -0.903 0.360 0.008
C 2.24413 1.81110 -3.45647 -0.242 -0.451 0.919 0.006
C 3.41395 1.10389 -4.12330 0.275 -0.027 -0.106 0.001
C 1.12292 1.85484 -4.48580 -0.360 0.112 -0.198 0.000
C 2.63407 3.24249 -3.03957 -0.010 0.294 0.047 0.000
H 4.28004 0.99836 -3.46514 -0.073 -0.063 -0.087 0.000
H 3.11088 0.11901 -4.49280 0.133 0.050 0.016 0.000
H 3.73506 1.69933 -4.98519 -0.032 -0.137 0.071 0.000
H 0.23309 2.36210 -4.09717 0.203 -0.112 -0.008 0.000
H 1.45925 2.40290 -5.37363 -0.020 -0.071 0.087 0.000
H 0.84459 0.84174 -4.80119 -0.038 0.130 0.007 0.000
H 3.62040 3.50921 -3.43965 -0.184 -0.017 0.063 0.000
H 1.90783 3.96040 -3.43710 0.159 -0.054 0.117 0.000
H 2.65349 3.38448 -1.95198 -0.018 -0.099 -0.259 0.000
C -2.43685 1.43824 4.35585 -0.204 -0.026 0.093 0.001
N -1.15561 0.73415 4.40718 0.337 -0.089 -0.722 0.008
C -0.67406 -0.01461 5.47230 0.559 0.049 -0.028 0.002
C 0.56700 -0.44643 5.13230 -0.435 0.010 -0.241 0.003
N 0.80800 -0.01299 3.83648 -0.563 0.515 0.372 0.006
C -0.24687 0.73020 3.38796 0.434 -0.380 0.403 0.012
S -0.34890 1.53142 1.88771 -0.199 0.691 0.666 0.027
H -2.30042 2.41195 3.87978 0.053 -0.155 0.116 0.001
H -3.18001 0.87412 3.77769 0.296 0.084 0.205 0.000
H -2.80125 1.57647 5.37972 0.146 -0.039 -0.267 0.000
H -1.23705 -0.15944 6.38581 0.127 0.113 -0.251 0.000
H 1.29169 -1.02344 5.67338 -0.038 -0.092 0.088 0.000
H 1.67682 -0.13884 3.32461 -0.451 0.218 0.125 0.001
```
Forces are in eV/Å.

Results
HOMO level (spin up / spin down) (eV): -9.3083 / -9.6729
Multiplicity: 3
Total energy (eV): -113605.486
Total charge: +1
ΔE to the lowest compared entry with this formula, charge and spin (kJ/mol): 0.0